[1]
{"formula": "C6H12NO4P", "method": "ωB97M-V with the def2-TZVPD basis set", "spin_multiplicity": 1, "gap_ev": [8.88, 8.88], "homo_energy_ev": [-8.53, -8.53], "e_tot_ha": -932.77864, "e_above_lowest_kj_mol": 527.21, "e_lumo_ev": [0.341, 0.342], "smiles": "CCO[P@@](=O)(O[C@H](C)N)C1=CO1", "total_charge": 0, "species": ["P", "O", "O", "O", "O", "N", "C", "C", "C", "C", "C", "C", "H", "H", "H", "H", "H", "H", "H", "H", "H", "H", "H", "H"], "xyz": [[-0.188, 0.368, -0.117], [-0.363, 0.064, 1.305], [0.928, -0.352, -1.025], [-1.446, -0.041, -0.991], [-1.238, 3.217, -0.722], [2.762, 0.601, 0.312], [-0.370, 3.338, 0.227], [2.629, -1.819, -0.022], [-3.115, -1.513, 0.323], [2.292, -0.372, -0.557], [-0.025, 2.221, -0.403], [-2.617, -0.203, -0.224], [-4.078, -1.513, 0.635], [2.694, -2.344, -1.007], [2.968, 1.506, -0.102], [3.017, -0.439, -1.452], [-0.041, 4.214, 0.910], [3.605, -1.877, 0.560], [-2.588, 0.553, 0.594], [-2.515, -1.801, 1.186], [-3.040, -2.371, -0.454], [-3.436, 0.122, -0.826], [2.295, 0.689, 1.207], [1.871, -2.248, 0.642]], "atomic_forces_ev_per_a": [[0.0, 1.0, -1.3], [1.0, -0.2, 0.2], [-0.4, 1.0, 1.0], [0.7, -0.7, -0.1], [-2.2, 0.7, -1.1], [0.0, 1.7, 0.5], [2.7, 0.5, 1.0], [0.1, 0.2, -0.4], [4.6, -2.6, -1.7], [3.0, -2.9, -0.7], [0.7, -1.3, 1.3], [-2.5, 1.8, 1.2], [-3.1, 0.7, 0.7], [0.0, -0.5, 1.3], [-0.3, -0.2, 0.1], [-1.7, 1.2, 0.8], [-1.1, -1.7, -1.1], [-1.1, 0.4, -1.1], [-0.1, -0.6, -0.3], [0.1, -0.3, 0.0], [0.0, 1.4, 1.1], [-0.3, 0.6, -1.0], [0.0, -0.1, -0.1], [-0.1, 0.1, -0.3]]}

[2]
{"formula": "C6H12NOS", "method": "ωB97M-V with the def2-TZVPD basis set", "spin_multiplicity": 1, "gap_ev": 9.30, "homo_energy_ev": -13.06, "e_tot_ha": -763.68327, "e_above_lowest_kj_mol": 153.52, "e_lumo_ev": -3.767, "smiles": "CC1(C)[NH2+][C@@H](CS)C1=O", "total_charge": 1, "species": ["S", "O", "N", "C", "C", "C", "C", "C", "C", "H", "H", "H", "H", "H", "H", "H", "H", "H", "H", "H", "H"], "xyz": [[3.793, -0.388, -0.004], [0.596, 2.198, -0.150], [-0.252, -0.873, 0.742], [2.123, -0.832, -0.324], [-2.127, 0.849, 0.871], [1.103, -0.121, 0.590], [0.300, 1.055, 0.080], [-1.425, -0.171, -1.401], [-1.013, 0.301, -0.002], [-3.025, 0.288, 0.784], [-0.572, 0.155, -2.121], [-2.358, 0.095, -1.616], [1.681, -0.107, 1.531], [-1.753, 1.047, 1.879], [-2.325, 1.884, 0.405], [-0.634, -0.917, 1.699], [1.957, -0.473, -1.348], [3.441, 0.853, -0.189], [-0.251, -1.808, 0.325], [-1.302, -1.191, -1.510], [2.042, -1.841, -0.242]], "atomic_forces_ev_per_a": [[1.0, -0.3, 0.7], [-0.5, -1.6, 0.2], [0.1, 0.2, 0.2], [-1.2, 3.1, -1.6], [1.1, 2.5, -1.4], [0.7, -1.5, 1.3], [1.0, 2.2, -0.3], [6.0, 1.3, 0.2], [-0.4, -1.3, 0.3], [-0.7, -0.6, 0.3], [-2.0, 0.1, 0.7], [-3.6, 1.4, -1.3], [-0.9, 0.7, 0.1], [-0.4, -0.2, 0.1], [0.1, -1.4, 0.8], [0.6, -0.2, -0.3], [-0.3, -0.7, 0.0], [0.4, 1.3, -0.1], [-0.2, 0.3, 0.0], [-0.3, -2.4, 0.2], [-0.4, -3.0, 0.1]]}

[3]
{"formula": "C6H12NOS", "method": "ωB97M-V with the def2-TZVPD basis set", "spin_multiplicity": 1, "gap_ev": 9.87, "homo_energy_ev": -12.85, "e_tot_ha": -763.67352, "e_above_lowest_kj_mol": 179.13, "e_lumo_ev": -2.981, "smiles": "C[NH+](C)[C@@]1(O)CC=CS1", "total_charge": 1, "species": ["S", "O", "N", "C", "C", "C", "C", "C", "C", "H", "H", "H", "H", "H", "H", "H", "H", "H", "H", "H", "H"], "xyz": [[2.065, 1.296, 0.250], [0.192, 0.149, 1.900], [-0.470, 0.243, -0.427], [2.692, 0.058, -0.863], [2.263, -1.174, -0.632], [-1.722, -0.487, -0.087], [0.716, 0.140, 0.676], [1.354, -1.255, 0.483], [-0.613, 1.758, -0.577], [3.251, 0.562, -1.686], [-0.433, 2.253, 0.492], [2.471, -1.966, -1.201], [1.960, -1.663, 1.328], [0.731, -2.204, 0.416], [0.457, 0.944, 2.322], [0.302, 2.081, -1.062], [-0.116, -0.219, -1.224], [-1.473, -1.547, -0.142], [-2.622, -0.345, -0.705], [-1.637, 1.976, -0.973], [-1.963, -0.247, 1.002]], "atomic_forces_ev_per_a": [[-0.1, -0.7, 0.4], [-1.1, 0.3, 0.5], [-0.4, 2.2, 1.8], [0.6, 1.6, -1.2], [0.0, 3.3, 0.3], [-0.3, -0.4, 2.5], [0.8, -3.3, -0.7], [-0.3, -2.6, 1.0], [-0.6, 0.1, 1.8], [-0.1, -1.2, 0.7], [-1.1, -1.2, -2.1], [1.1, -2.9, -2.2], [-0.4, 1.3, 0.2], [-0.4, 1.6, -0.3], [0.1, 1.2, 1.2], [-0.8, 0.3, -0.9], [0.8, 0.0, -1.5], [-0.1, 0.0, 0.1], [0.8, 0.6, -0.1], [1.3, 0.1, 0.1], [0.2, -0.3, -1.6]]}

[4]
{"formula": "C6H12NP2", "method": "ωB97M-V with the def2-TZVPD basis set", "spin_multiplicity": 1, "gap_ev": 9.24, "homo_energy_ev": -13.06, "e_tot_ha": -972.86140, "e_above_lowest_kj_mol": 99.92, "e_lumo_ev": -3.821, "total_charge": 1, "species": ["P", "P", "N", "C", "C", "C", "C", "C", "C", "H", "H", "H", "H", "H", "H", "H", "H", "H", "H", "H", "H"], "xyz": [[2.434, -1.977, -0.555], [-1.078, -2.689, -0.668], [-0.409, -1.171, 1.809], [3.448, -3.095, -0.789], [-1.635, -1.147, -0.419], [-0.293, 1.906, 0.349], [-0.274, 0.592, 0.216], [0.527, 2.953, -0.317], [-1.248, -0.339, 0.824], [-1.174, 2.292, 0.937], [-2.223, -0.680, -1.123], [0.976, 3.605, 0.496], [1.396, 2.537, -0.791], [-0.587, -0.698, 2.796], [0.595, -1.134, 1.418], [-1.626, -2.996, -1.976], [-0.629, -2.132, 2.016], [-0.077, 3.591, -0.943], [4.329, -3.642, -1.105], [0.497, -0.088, -0.343], [-1.966, 0.171, 1.392]], "atomic_forces_ev_per_a": [[0.0, -0.2, 0.1], [-0.2, -0.6, -0.3], [0.6, 1.8, 2.0], [0.7, 0.4, -0.4], [0.4, -1.7, 2.3], [-1.7, 0.7, 0.1], [2.3, -1.0, -0.6], [1.0, 0.4, 2.1], [1.2, -1.4, -1.9], [0.9, -0.3, -0.5], [-1.3, 1.4, -1.3], [-0.7, -0.5, -0.8], [0.1, -0.2, -0.7], [1.4, -0.9, -2.5], [-1.5, 0.0, 1.3], [0.2, 0.5, 0.6], [-0.5, -0.8, -0.6], [-0.1, 0.1, -0.3], [-0.5, -0.2, 0.3], [-1.1, 2.1, 0.6], [-1.5, 0.4, 0.5]]}

[5]
{"formula": "C6H12NS", "method": "ωB97M-V with the def2-TZVPD basis set", "spin_multiplicity": 1, "gap_ev": 8.97, "homo_energy_ev": -13.49, "e_tot_ha": -688.44724, "e_above_lowest_kj_mol": 159.24, "e_lumo_ev": -4.529, "smiles": "C[C@H]1C=[N+](C)[C@@H](C)S1", "total_charge": 1, "species": ["S", "N", "C", "C", "C", "C", "C", "C", "H", "H", "H", "H", "H", "H", "H", "H", "H", "H", "H", "H"], "xyz": [[1.678, -1.091, 0.713], [-0.716, 0.175, 0.617], [2.014, 1.289, -0.803], [-0.549, -1.683, -1.001], [1.595, 0.800, 0.508], [0.164, 1.087, 0.789], [-0.071, -1.291, 0.390], [-2.102, 0.186, 0.802], [2.925, 0.799, -1.045], [-1.602, -1.475, -1.193], [-0.452, -1.908, 1.165], [0.055, -1.190, -1.683], [-0.287, 1.988, 0.682], [-2.426, 0.988, 1.468], [1.341, 0.695, -1.453], [-2.651, -0.706, 0.875], [-0.387, -2.713, -1.026], [1.958, 2.304, -1.027], [-2.543, 0.544, -0.126], [2.053, 1.201, 1.351]], "atomic_forces_ev_per_a": [[0.2, 1.3, -0.3], [3.7, -3.9, 1.6], [-1.0, -2.9, -1.7], [-0.5, 0.3, 1.9], [-1.8, -1.8, 1.7], [-0.7, -2.7, -2.2], [-1.3, 2.5, -0.5], [-2.2, 3.2, -1.5], [1.3, 0.3, -0.1], [0.1, -0.1, 0.2], [-0.6, -0.5, 0.6], [1.0, 0.8, -1.6], [-0.6, 3.6, 0.7], [0.2, -0.5, 0.5], [0.1, 0.9, -0.4], [0.2, -1.6, 1.0], [0.2, -1.8, -0.7], [0.1, 1.8, -0.1], [0.0, 0.3, -0.5], [1.7, 0.7, 1.4]]}

[6]
{"formula": "C6H12NS", "method": "ωB97M-V with the def2-TZVPD basis set", "spin_multiplicity": 1, "gap_ev": 8.78, "homo_energy_ev": -13.32, "e_tot_ha": -688.40949, "e_above_lowest_kj_mol": 258.33, "e_lumo_ev": -4.545, "total_charge": 1, "species": ["S", "N", "C", "C", "C", "C", "C", "C", "H", "H", "H", "H", "H", "H", "H", "H", "H", "H", "H", "H"], "xyz": [[2.171, -2.024, -0.214], [-0.443, -0.807, -0.490], [0.774, -1.808, 0.749], [0.499, -0.303, -1.513], [-0.989, 0.145, 0.363], [-2.127, -0.170, 0.967], [-0.402, 1.499, 0.613], [2.022, -0.330, -1.030], [0.470, -0.917, -2.394], [0.616, 1.439, 0.352], [0.151, 0.695, -1.664], [0.245, -2.822, 0.873], [0.864, -1.116, 1.638], [2.665, -0.382, -1.939], [-0.606, 1.872, 1.602], [-0.840, 2.337, -0.019], [-1.043, -1.524, -0.682], [-2.748, 0.639, 1.414], [2.050, 0.476, -0.256], [-2.624, -1.131, 0.832]], "atomic_forces_ev_per_a": [[0.1, 1.2, -1.0], [5.6, 0.8, 2.2], [-1.1, -0.7, -0.2], [0.8, -1.1, 0.5], [-2.9, 1.3, 1.4], [-1.4, 0.5, -0.1], [-1.0, 1.0, -1.6], [-1.9, -0.9, 0.7], [-0.5, -0.1, -0.4], [1.4, 0.6, 0.3], [0.2, 0.7, -0.8], [0.6, 1.8, 0.3], [-0.7, -0.6, -1.2], [-0.1, 0.7, 1.1], [0.4, -0.4, 0.5], [0.4, -1.3, 0.2], [-2.0, -2.2, -1.2], [0.8, -0.9, 0.2], [1.2, -0.7, -1.0], [0.1, 0.2, 0.0]]}

[7]
{"formula": "C6H12O", "method": "ωB97M-V with the def2-TZVPD basis set", "spin_multiplicity": 2, "gap_ev": [4.01, 5.96], "homo_energy_ev": [-0.14, -2.11], "e_tot_ha": -310.96297, "e_above_lowest_kj_mol": 106.51, "e_lumo_ev": [3.874, 3.849], "total_charge": -1, "species": ["O", "C", "C", "C", "C", "C", "C", "H", "H", "H", "H", "H", "H", "H", "H", "H", "H", "H", "H"], "xyz": [[0.018, -3.279, -1.214], [-0.212, 0.228, 0.195], [-2.332, 0.075, -1.178], [-1.182, 0.838, -0.607], [1.806, 0.074, 1.625], [1.107, 2.301, 0.668], [0.882, 0.942, 0.789], [0.775, -3.044, -0.670], [0.901, 2.839, -0.250], [1.468, 2.872, 1.523], [2.375, 0.650, 2.359], [-2.079, -0.925, -1.570], [-0.299, -0.829, 0.447], [-2.799, 0.638, -2.001], [-0.777, -3.067, -0.758], [-0.944, 1.831, -0.957], [-3.209, -0.125, -0.540], [1.286, -0.790, 2.048], [2.607, -0.396, 1.018]], "atomic_forces_ev_per_a": [[1.0, -0.8, -1.0], [0.2, 1.3, -0.3], [-0.7, 0.1, -0.6], [0.6, -1.1, 0.4], [0.4, -0.1, -0.4], [0.5, 0.3, 0.1], [-0.7, -1.4, 0.1], [-0.4, 0.3, 0.2], [-0.5, 0.2, 0.2], [0.5, -0.1, -0.3], [-0.3, 0.0, 0.3], [0.2, 0.1, -0.1], [-0.1, -0.1, -0.1], [0.2, -0.2, -0.1], [-0.7, 0.6, 0.8], [-0.4, 0.2, 0.0], [0.2, 0.1, 0.5], [-0.1, 0.2, 0.5], [-0.2, 0.3, -0.1]]}

[8]
{"formula": "C6H12O", "method": "ωB97M-V with the def2-TZVPD basis set", "spin_multiplicity": 2, "gap_ev": [3.62, 6.12], "homo_energy_ev": [0.18, -2.45], "e_tot_ha": -310.97506, "e_above_lowest_kj_mol": 74.76, "e_lumo_ev": [3.800, 3.678], "total_charge": -1, "species": ["O", "C", "C", "C", "C", "C", "C", "H", "H", "H", "H", "H", "H", "H", "H", "H", "H", "H", "H"], "xyz": [[0.784, 1.219, -4.526], [-0.854, 0.115, 0.240], [-0.281, 0.167, 2.713], [-0.124, -0.395, 1.305], [-1.952, 1.143, 0.372], [1.036, -1.194, 1.132], [1.538, -1.746, -0.043], [2.414, -2.368, -0.019], [1.409, -1.610, 2.062], [-2.266, 1.498, -0.611], [-0.540, -0.204, -0.748], [-1.181, 0.779, 2.870], [-2.833, 0.746, 0.902], [1.530, 1.202, -3.919], [-0.205, -0.631, 3.458], [-1.636, 2.021, 0.959], [1.145, -1.408, -0.996], [0.275, 0.417, -4.302], [0.561, 0.831, 2.947]], "atomic_forces_ev_per_a": [[-0.3, -0.6, 0.0], [0.0, 0.0, 0.2], [0.1, 0.1, -0.1], [0.5, 0.8, -0.1], [0.3, -0.3, 0.2], [-0.6, -1.0, -0.1], [-0.3, 0.7, 0.2], [0.2, -0.2, -0.1], [0.4, 0.1, 0.2], [-0.1, 0.0, 0.0], [-0.3, 0.1, -0.1], [0.0, -0.5, 0.0], [-0.1, 0.1, -0.2], [0.0, 0.0, 0.1], [-0.3, 0.0, 0.1], [-0.1, 0.0, -0.2], [0.2, -0.2, -0.1], [0.4, 0.6, 0.0], [0.0, 0.1, -0.1]]}

Q: What is the formula in the seventh record?
A: C6H12O

Q: Number 6 is which compound?
A: C6H12NS